w | Below is the molecule C5H9N3O, with properties calculated with wB97M-V/def2-TZVPD.

Geometry (Å):
C (-0.74, -1.96, -0.80)
C (0.29, -0.88, -0.45)
N (1.38, -0.78, -1.16)
N (2.15, 0.30, -1.02)
C (-0.01, -0.11, 0.89)
C (0.64, 1.37, 0.95)
N (-0.77, 0.93, 1.25)
C (-1.99, 1.18, 0.51)
O (-2.83, 0.28, 0.29)
H (-0.57, -2.41, -1.86)
H (-1.78, -1.57, -0.73)
H (-0.81, -2.88, -0.10)
H (2.96, 0.25, -1.53)
H (2.37, 0.93, 0.02)
H (0.10, -0.61, 1.81)
H (0.64, 1.71, -0.17)
H (1.10, 2.04, 1.76)
H (-2.12, 2.21, 0.34)

Summary:
Lowest unoccupied orbital energy = 0.71 eV
Multiplicity = 1
HOMO-LUMO gap = 9.37 eV
E_HOMO = -8.66 eV
Structure (SMILES) = C/C(=N/N)[C@H]1CN1C=O

***

x | Below is a cluster of 2 separate species, C5H9N3O in total, with properties calculated with wB97M-V/def2-TZVPD.

Geometry (Å):
C (-1.35, -0.41, 1.02)
C (-1.11, -0.01, -0.45)
C (0.07, -0.97, -0.96)
C (2.15, 0.83, 0.39)
C (-0.84, 1.50, -0.20)
H (-0.51, 0.52, 1.74)
H (-2.47, 0.03, 0.94)
H (-1.44, -1.48, 1.12)
H (-1.63, -0.35, -1.51)
H (-0.46, -2.06, -0.89)
H (0.29, -0.67, -2.10)
H (1.19, -2.02, 0.52)
H (2.49, 1.65, 0.98)
H (-1.63, 2.01, 0.16)
N (1.32, -1.27, -0.30)
N (2.27, -0.43, 0.54)
N (0.33, 2.01, -0.17)
O (1.33, 1.12, -0.80)

Summary:
Lowest unoccupied orbital energy = 0.73 eV
Multiplicity = 1
HOMO-LUMO gap = 9.50 eV
E_HOMO = -8.77 eV

***

Which structure is most stable? w, by 3.159 eV over the runner-up.

***

w | Below is a structure of composition C5H9N3O, with properties calculated with wB97M-V/def2-TZVPD.

Geometry (Å):
C (-2.21, -0.46, -0.04)
C (-0.95, -0.45, -1.02)
C (0.20, 0.62, -0.65)
C (1.97, -0.70, -0.31)
C (0.35, -0.79, 0.04)
H (-2.58, 0.72, 0.46)
H (-2.50, -1.40, 0.64)
H (-3.04, -0.53, -0.85)
H (-1.00, -0.76, -2.06)
H (0.60, 0.58, -1.76)
H (1.08, 2.33, -0.34)
H (2.99, 1.05, 0.55)
H (0.18, 0.52, 1.87)
H (-0.77, -0.99, 2.04)
N (0.74, 1.57, 0.21)
N (2.14, 0.76, -0.06)
N (0.09, -0.50, 1.49)
O (2.73, -1.56, -0.22)

Summary:
Lowest unoccupied orbital energy = 0.66 eV
Multiplicity = 1
HOMO-LUMO gap = 8.84 eV
E_HOMO = -8.18 eV

***

x | Below is the molecule C5H9N3O, with properties calculated with wB97M-V/def2-TZVPD.

Geometry (Å):
C (0.48, 2.07, -0.76)
N (-0.66, 1.57, -0.61)
C (-0.88, 0.42, 0.13)
C (-2.11, 0.21, 0.61)
N (0.19, -0.48, 0.37)
C (0.51, -0.82, 1.74)
C (0.95, -1.01, -0.64)
N (0.49, -0.77, -1.91)
O (1.97, -1.63, -0.43)
H (0.56, 2.97, -1.35)
H (1.41, 1.68, -0.33)
H (-2.87, 0.95, 0.45)
H (-2.36, -0.65, 1.20)
H (1.46, -1.36, 1.71)
H (-0.25, -1.46, 2.18)
H (0.61, 0.08, 2.34)
H (-0.47, -0.51, -2.06)
H (0.96, -1.27, -2.64)

Summary:
Lowest unoccupied orbital energy = 0.43 eV
Multiplicity = 1
HOMO-LUMO gap = 9.48 eV
E_HOMO = -9.05 eV
Structure (SMILES) = C=NC(=C)N(C)C(N)=O

***

y | Below is a structure of composition C5H9N3O, with properties calculated with wB97M-V/def2-TZVPD.

Geometry (Å):
C (-0.63, 1.38, 1.70)
C (-1.02, 0.49, 0.55)
C (0.39, 1.40, -1.05)
O (-2.18, 0.38, 0.16)
N (0.56, 2.25, -1.82)
H (-1.03, 0.94, 2.62)
H (-1.04, 2.37, 1.54)
H (0.45, 1.47, 1.80)
N (1.62, -1.01, -1.49)
N (-0.75, -1.80, -0.47)
C (1.15, -0.23, -0.45)
C (-0.04, -0.77, 0.30)
H (2.18, -0.54, -2.19)
H (0.87, -1.61, -1.86)
H (-1.54, -1.35, -0.95)
H (-1.18, -2.47, 0.16)
H (1.94, 0.21, 0.16)
H (0.26, -1.14, 1.28)

Summary:
Lowest unoccupied orbital energy = -0.09 eV
Multiplicity = 1
HOMO-LUMO gap = 9.80 eV
E_HOMO = -9.89 eV

***

z | Below is a structure of composition C5H9N3O, with properties calculated with wB97M-V/def2-TZVPD.

Geometry (Å):
C (-0.59, 0.35, 1.71)
C (0.05, -0.39, 0.54)
C (-1.24, -0.25, -0.98)
C (1.33, 0.51, -0.03)
N (-2.20, -1.20, -0.88)
N (2.24, -0.31, -0.61)
C (-0.60, 0.64, -1.56)
N (1.60, 1.74, 0.21)
O (0.26, -1.61, 0.61)
H (-2.55, -1.56, -1.75)
H (-1.93, -1.93, -0.24)
H (2.04, -1.30, -0.57)
H (3.13, 0.09, -0.88)
H (0.82, 2.25, 0.61)
H (-0.12, 1.39, -2.14)
H (-1.01, 1.30, 1.37)
H (-1.40, -0.27, 2.11)
H (0.15, 0.53, 2.48)

Summary:
Lowest unoccupied orbital energy = -0.05 eV
Multiplicity = 1
HOMO-LUMO gap = 8.68 eV
E_HOMO = -8.73 eV

***

Which structure is most stable? x, by 1.482 eV over the runner-up.

***

w | Below is a cluster of 3 separate species, C5H9N3O in total, with properties calculated with wB97M-V/def2-TZVPD.

Geometry (Å):
C (0.66, -0.77, -2.33)
N (1.58, -0.06, -1.85)
C (-0.38, 1.56, 0.77)
C (-0.77, 1.92, 1.99)
O (0.09, -1.42, -3.12)
H (1.02, 0.51, -0.45)
H (2.37, 0.10, -2.47)
H (-0.77, 1.98, -0.14)
H (-0.37, 1.46, 2.88)
H (-1.52, 2.69, 2.10)
C (-0.92, -0.89, -0.69)
C (-0.95, -1.80, 0.26)
N (0.60, 0.57, 0.52)
N (1.14, -0.08, 1.47)
H (1.89, -0.64, 1.04)
H (-1.73, -0.72, -1.39)
H (-0.17, -1.85, 1.03)
H (-1.75, -2.54, 0.37)

Summary:
Lowest unoccupied orbital energy (alpha / beta) = -1.00 / -0.76 eV
Multiplicity = 1
HOMO-LUMO gap (alpha / beta) = 6.61 / 7.08 eV
E_HOMO (alpha / beta) = -7.61 / -7.84 eV

***

x | Below is the molecule C5H9N3O, with properties calculated with wB97M-V/def2-TZVPD.

Geometry (Å):
N (1.31, -0.16, -2.07)
C (0.20, 0.69, -1.37)
C (0.07, 0.39, 0.08)
C (-1.17, -0.24, 0.63)
N (-2.34, -0.14, -0.18)
C (-1.12, -0.56, 1.95)
O (0.19, -0.18, 2.30)
C (0.94, 0.12, 1.12)
N (2.20, -0.49, 1.08)
H (1.23, -1.16, -1.76)
H (1.36, -0.41, -3.09)
H (0.35, 1.63, -1.82)
H (-0.81, 0.35, -1.62)
H (-3.12, -0.19, 0.41)
H (-2.33, 0.80, -0.38)
H (-2.02, -0.55, 2.64)
H (2.43, 0.03, 0.24)
H (2.63, 0.08, 1.84)

Summary:
Lowest unoccupied orbital energy = 0.83 eV
Multiplicity = 1
HOMO-LUMO gap = 8.74 eV
E_HOMO = -7.91 eV
Structure (SMILES) = NCc1c(N)coc1N

***

Which structure is most stable? x, by 2.332 eV over the runner-up.

***

w | Below is the molecule C5H9N3O, with properties calculated with wB97M-V/def2-TZVPD.

Geometry (Å):
H (4.10, -1.74, 0.03)
N (3.47, -0.75, -0.24)
C (2.15, -1.07, 0.06)
N (1.40, 0.27, 0.10)
C (0.14, 0.08, -0.13)
O (-0.57, 1.24, 0.35)
C (0.18, 2.57, -0.08)
N (-0.72, -0.96, -0.48)
C (-1.73, -1.50, 0.70)
C (-2.24, -0.72, -0.64)
H (1.47, -1.84, 0.26)
H (-0.40, 3.64, -0.14)
H (0.87, 2.72, 0.82)
H (0.73, 2.51, -1.04)
H (-1.76, -2.51, 0.89)
H (-1.64, -0.78, 1.72)
H (-2.51, -1.40, -1.55)
H (-2.95, 0.23, -0.63)

Summary:
Lowest unoccupied orbital energy = 0.52 eV
Multiplicity = 1
HOMO-LUMO gap = 9.68 eV
E_HOMO = -9.16 eV
Structure (SMILES) = [H]/N=C/N=C(/OC)N1CC1

***

x | Below is the molecule C5H9N3O, with properties calculated with wB97M-V/def2-TZVPD.

Geometry (Å):
H (-3.59, 0.53, -1.92)
N (-2.76, 0.76, -1.39)
N (-2.56, -0.15, -0.54)
C (-1.41, 0.14, 0.53)
O (-2.04, 0.40, 1.72)
C (-0.73, -1.19, 0.62)
C (0.64, -0.85, -0.01)
C (0.63, 0.62, -0.05)
C (1.74, 1.34, -0.74)
N (-0.46, 1.23, 0.23)
H (-2.54, 1.20, 1.72)
H (-0.89, -1.49, 1.73)
H (-1.32, -1.95, 0.04)
H (0.69, -1.15, -1.03)
H (1.47, -1.11, 0.53)
H (2.76, 1.01, -0.23)
H (1.52, 2.41, -0.85)
H (1.70, 0.91, -1.67)

Summary:
Lowest unoccupied orbital energy = 0.96 eV
Multiplicity = 1
HOMO-LUMO gap = 9.89 eV
E_HOMO = -8.93 eV
Structure (SMILES) = [H]/N=N/[C@@]1(O)CCC(C)=N1

***

Which structure is most stable? x, by 4.485 eV over the runner-up.